# 1
Below is C16H15Cl2NO4 in the gas phase, with properties calculated with ωB97M-V with the def2-TZVPD basis set.

As for the max |F|: 0.016 Eh/bohr. The total energy is -1894.8319 Ha. Its SMILES is C[C@@H]1CN(C(=O)c2cc3cc(Cl)cc(Cl)c3oc2=O)C[C@H](C)O1. The LUMO energy comes out at -0.0284 Ha. Its multiplicity is 1. The HOMO energy is -9.270 eV.

Element x y z (Å)
C: -5.18716 0.26122 -0.68312
C: -3.76466 0.56352 -0.22974
C: -2.75068 -0.27832 -0.99834
N: -1.40744 0.00160 -0.51756
C: -0.37499 -0.36284 -1.29348
O: -0.51263 -0.99758 -2.32350
C: 1.00119 0.04995 -0.84595
C: 1.99269 -0.86093 -0.74463
C: 3.33148 -0.45581 -0.43512
C: 4.39100 -1.35721 -0.29453
C: 5.65145 -0.88308 0.00017
Cl: 6.96421 -1.98236 0.17527
C: 5.88864 0.48140 0.16173
C: 4.84775 1.37888 0.02389
Cl: 5.11346 3.06363 0.21617
C: 3.55699 0.92078 -0.27697
O: 2.56967 1.82697 -0.40860
C: 1.27857 1.48197 -0.70360
O: 0.47139 2.36627 -0.82265
C: -1.30902 0.65035 0.77011
C: -2.40402 0.11934 1.70220
C: -2.16221 -1.35250 2.05563
O: -3.70235 0.30055 1.16220
H: -5.40579 -0.79379 -0.54217
H: -5.88567 0.84055 -0.08691
H: -5.30928 0.51799 -1.73107
H: -3.54584 1.62928 -0.40957
H: -2.78826 -0.05238 -2.06717
H: -2.98181 -1.34325 -0.87257
H: 1.78436 -1.91029 -0.89600
H: 4.21264 -2.41287 -0.42129
H: 6.87911 0.83865 0.39153
H: -1.40458 1.73659 0.65592
H: -0.33370 0.43853 1.21371
H: -2.38243 0.70647 2.63166
H: -1.27926 -1.44349 2.68327
H: -3.02218 -1.73378 2.59915
H: -2.02065 -1.95402 1.16191



# 2
Below is a molecular structure, C16H15ClCrSe at a distorted geometry, with properties calculated with ωB97M-V with the def2-TZVPD basis set.

As for the max |F|: 0.058 Eh/bohr. The total energy is -4524.7693 Ha. As for the total charge: -1. The LUMO energy (spin up / spin down) comes out at 0.0684 / 0.0953 Ha. Its multiplicity is 4. The HOMO energy (spin up / spin down) is -2.773 / -2.746 eV.

Element x y z (Å)
C: -2.61435 -1.04629 -1.26753
C: -1.79249 -1.18253 -2.46707
C: -1.51633 0.09750 -2.99354
H: -1.47472 -2.12113 -2.92123
C: -2.03866 1.07768 -2.13145
C: -2.77002 0.42614 -1.04532
H: -3.07731 0.90193 -0.13122
H: -2.76967 -1.81930 -0.54184
H: -1.11071 0.28803 -4.01689
H: -1.96306 2.14845 -2.29513
Cr: -0.78890 -0.12559 -0.47734
Cl: 0.17195 -2.04094 0.28788
C: 2.44193 0.10870 -0.88268
C: 2.12179 1.34383 -1.51336
C: 1.66577 1.06124 -2.82499
H: 2.20607 2.33921 -1.03813
C: 1.76069 -0.30507 -3.03920
C: 2.25465 -0.91934 -1.85628
H: 2.38824 -1.99480 -1.66060
H: 2.74812 -0.03947 0.14847
H: 1.13039 1.79591 -3.47483
H: 1.34859 -0.87336 -3.90822
Se: -0.18409 1.80521 0.65966
C: -0.04026 0.79077 2.23419
C: -1.08878 -0.01105 2.73450
C: -0.89917 -0.76124 3.87203
C: 0.32590 -0.73052 4.55541
C: 1.36413 0.07073 4.06155
C: 1.19427 0.82910 2.92652
H: -2.04705 -0.02920 2.17856
H: -1.71674 -1.38335 4.24970
H: 0.45832 -1.30197 5.45605
H: 2.31992 0.12082 4.59473
H: 1.99158 1.47993 2.52761